Record 1
Formula: C37H57BBaClN8O4S4Si
Source: the OMol25 dataset
Level of theory: wB97M-V/def2-TZVPD

```
114
Properties=species:S:1:pos:R:3:mulliken_charge:R:1
Ba -1.16 0.13 -0.79 1.09
C 3.24 -2.23 -1.94 -0.66
N 2.19 -3.20 -2.19 0.31
C 2.19 -4.16 -3.18 -0.46
C 1.05 -4.87 -3.02 -0.67
N 0.36 -4.36 -1.95 0.09
B -1.03 -4.92 -1.44 0.81
N -0.85 -5.43 0.02 0.37
C 0.29 -6.08 0.46 -0.61
C 0.22 -6.20 1.80 -0.56
N -0.98 -5.63 2.19 0.26
C -1.43 -5.45 3.55 -0.87
C -1.63 -5.15 1.09 -0.46
S -3.15 -4.41 1.14 -0.27
C 1.08 -3.34 -1.43 -0.75
S 0.72 -2.38 -0.06 0.08
H 3.88 -2.19 -2.82 0.31
H 3.83 -2.53 -1.07 0.27
H 2.81 -1.25 -1.76 0.11
H 2.98 -4.23 -3.91 0.45
H 0.65 -5.69 -3.59 0.49
H -1.86 -4.06 -1.46 -0.34
H -1.29 -5.85 -2.18 -0.24
H 1.06 -6.39 -0.22 0.47
H 0.90 -6.64 2.51 0.45
H -0.92 -6.18 4.18 0.32
H -2.50 -5.60 3.59 0.32
H -1.21 -4.44 3.89 0.26
Cl -3.21 1.20 -2.47 -0.83
C -6.27 -4.10 0.61 -1.07
N -5.75 -2.93 -0.08 -0.13
N -5.00 -2.05 0.69 0.86
C -3.93 -1.58 -0.02 0.45
O -3.15 -0.73 0.43 -0.66
C -3.99 -2.25 -1.29 -0.83
C -5.04 -3.09 -1.26 0.56
C -5.44 -4.12 -2.25 -1.76
C -5.48 -1.54 1.92 -0.23
C -6.79 -1.12 2.05 -0.10
C -7.23 -0.62 3.27 -0.58
C -6.35 -0.53 4.34 -0.44
C -5.04 -0.95 4.19 -0.83
C -4.59 -1.47 2.99 -0.21
H -6.81 -3.77 1.50 0.37
H -5.47 -4.79 0.90 0.18
H -6.98 -4.60 -0.04 0.41
H -3.30 -2.11 -2.11 0.48
H -4.87 -3.98 -3.16 0.41
H -6.50 -4.07 -2.48 0.40
H -5.21 -5.12 -1.86 0.30
H -7.45 -1.17 1.19 0.47
H -8.26 -0.29 3.37 0.37
H -6.69 -0.13 5.29 0.39
H -4.35 -0.89 5.03 0.44
H -3.58 -1.83 2.86 0.56
C 5.87 2.31 -3.76 -1.82
C 4.49 2.97 -3.77 1.83
C 3.55 2.17 -4.67 -1.38
C 4.60 4.41 -4.25 -1.49
O 4.05 2.96 -2.42 0.30
Si 2.52 3.06 -1.79 -1.33
S 1.56 1.25 -1.74 -0.17
O 1.76 4.22 -2.68 0.33
C 0.64 5.05 -2.39 1.95
C 0.06 5.46 -3.74 -1.91
C 1.13 6.27 -1.62 -1.60
C -0.42 4.30 -1.58 -1.39
O 2.72 3.73 -0.29 0.06
C 3.67 3.43 0.74 1.86
C 2.98 3.81 2.05 -1.75
C 4.05 1.96 0.76 -1.10
C 4.90 4.30 0.51 -1.73
H 6.28 2.24 -4.77 0.44
H 5.79 1.31 -3.34 0.32
H 6.56 2.89 -3.14 0.35
H 3.93 2.16 -5.70 0.51
H 2.56 2.63 -4.68 0.21
H 3.45 1.15 -4.31 0.23
H 5.05 4.46 -5.25 0.47
H 5.23 4.98 -3.56 0.31
H 3.62 4.87 -4.28 0.09
H 0.84 5.94 -4.34 0.36
H -0.76 6.16 -3.61 0.43
H -0.30 4.58 -4.27 0.40
H 1.90 6.79 -2.20 0.35
H 1.56 5.97 -0.67 0.15
H 0.31 6.97 -1.44 0.45
H -0.78 3.43 -2.13 0.29
H -1.27 4.96 -1.39 0.46
H -0.01 3.98 -0.62 0.12
H 2.08 3.22 2.18 0.31
H 2.70 4.87 2.03 0.37
H 3.65 3.64 2.90 0.38
H 3.16 1.33 0.88 -0.11
H 4.74 1.77 1.59 0.54
H 4.53 1.67 -0.17 0.16
H 4.62 5.35 0.48 0.37
H 5.36 4.04 -0.45 0.14
H 5.63 4.15 1.31 0.43
N 2.33 1.66 5.94 -0.29
C 1.09 1.15 5.97 0.05
S 0.29 0.83 7.37 -0.37
C 0.50 0.88 4.62 1.06
C -0.86 1.04 4.40 -0.66
C -1.35 0.84 3.12 -0.88
N -0.57 0.49 2.09 0.44
C 0.73 0.31 2.32 -0.34
C 1.31 0.50 3.56 -0.91
H 2.76 1.90 6.82 0.21
H 2.72 2.01 5.09 0.16
H -1.52 1.32 5.21 0.42
H -2.40 0.95 2.90 0.49
H 1.33 0.01 1.46 0.19
H 2.37 0.32 3.68 0.65
```

Computed properties:
total charge: -1
HOMO-LUMO gap: 6.10 eV
relative energy (zero: lowest compared OMol25 entry of this formula, charge and spin): 11.7 kcal/mol
HOMO energy: -4.810 eV
max |F|: 0.683 eV Å⁻¹

Record 2
Formula: C11H13AsN2O5ReS4
Source: the OMol25 dataset
Level of theory: wB97M-V/def2-TZVPD

```
37
Properties=species:S:1:pos:R:3:nbo_charge:R:1
Re 2.06 1.64 -0.25 1.32
S 4.70 6.04 0.65 0.03
As 4.12 4.16 -0.17 0.87
S 3.94 2.17 0.85 -0.13
S 2.20 3.65 -1.24 -0.14
S 5.87 5.10 -0.94 0.03
O 0.19 -3.21 -6.32 -0.19
C -0.19 -3.03 -5.29 0.95
O 2.47 0.52 -1.40 -0.44
C -0.68 -2.80 -3.99 -0.30
C -0.78 -1.48 -3.51 -0.09
C -1.22 -1.28 -2.23 -0.22
C -1.50 -2.39 -1.45 0.20
C -1.46 -3.69 -1.91 -0.21
C -1.04 -3.91 -3.21 -0.06
N -1.82 -2.14 -0.02 0.51
O -2.49 -2.95 0.55 -0.26
O -1.35 -1.12 0.46 -0.43
H -0.51 -0.65 -4.15 0.26
H -1.33 -0.28 -1.82 0.26
H -1.74 -4.51 -1.26 0.30
H -0.98 -4.92 -3.61 0.28
C 0.96 -0.07 3.07 -0.43
N -0.25 0.73 2.85 -0.27
C -1.29 0.64 3.90 -0.42
C -0.39 1.47 1.81 0.74
C -1.58 2.31 1.51 -0.71
O 0.58 1.46 0.91 -0.74
H 0.88 -0.55 4.04 0.26
H 1.84 0.57 3.07 0.23
H 1.04 -0.84 2.30 0.23
H -1.49 -0.42 4.07 0.25
H -2.20 1.14 3.59 0.24
H -0.91 1.09 4.81 0.25
H -2.47 1.68 1.43 0.28
H -1.43 2.84 0.57 0.26
H -1.75 3.04 2.30 0.29
```

Computed properties:
total charge: +3
HOMO-LUMO gap: 7.03 eV
relative energy (zero: lowest compared OMol25 entry of this formula, charge and spin): 2.4 kcal/mol
HOMO energy: -17.406 eV
max |F|: 0.542 eV Å⁻¹

Record 3
Formula: C5H9NO2
Source: the OMol25 dataset
Level of theory: wB97M-V/def2-TZVPD

```
17
Properties=species:S:1:pos:R:3:nbo_charge:R:1
C 1.10 1.37 -1.81 -0.59
C 0.26 0.87 -0.65 -0.51
C 0.95 -0.33 0.02 0.67
O 2.12 -0.49 -0.24 -0.62
N 0.45 -1.01 1.07 -0.63
C -0.88 -0.72 1.67 -0.32
C -2.02 -1.22 0.62 0.43
O -2.69 -0.34 0.16 -0.50
H 2.09 1.57 -1.63 0.23
H 0.81 2.44 -2.24 0.20
H 0.95 0.70 -2.69 0.21
H 0.33 1.54 0.24 0.23
H -0.72 0.59 -1.02 0.24
H 1.10 -1.64 1.46 0.41
H -0.96 0.30 1.92 0.21
H -0.81 -1.33 2.61 0.22
H -2.08 -2.30 0.50 0.13
```

Computed properties:
total charge: 0
HOMO-LUMO gap: 10.06 eV
relative energy (zero: lowest compared OMol25 entry of this formula, charge and spin): 40.5 kcal/mol
HOMO energy: -9.488 eV
max |F|: 4.509 eV Å⁻¹
SMILES string: CCC(=O)NCC=O

Record 4
Formula: C21H23MgN5O2Si
Source: the OMol25 dataset
Level of theory: wB97M-V/def2-TZVPD

```
53
Properties=species:S:1:pos:R:3:nbo_charge:R:1
Mg -0.33 -0.72 0.00 1.75
O -3.48 -3.40 0.57 -0.56
C -2.70 -2.49 0.39 0.63
N -1.37 -2.51 0.09 -0.89
C -0.71 -3.67 -0.16 0.64
O -1.09 -4.82 -0.08 -0.56
C 0.73 -3.41 -0.62 0.14
C 1.56 -4.47 -0.94 -0.21
C 2.85 -4.19 -1.37 -0.15
C 3.26 -2.87 -1.45 -0.25
C 2.37 -1.87 -1.11 0.06
N 1.13 -2.14 -0.70 -0.56
C -3.23 -1.06 0.50 0.13
C -4.56 -0.83 0.81 -0.21
C -5.01 0.47 0.89 -0.15
C -4.12 1.51 0.66 -0.25
C -2.80 1.20 0.36 0.06
N -2.37 -0.06 0.28 -0.56
H 1.17 -5.47 -0.85 0.25
H 3.52 -4.99 -1.63 0.22
H 4.26 -2.61 -1.78 0.23
H 2.64 -0.82 -1.15 0.21
H -5.20 -1.69 0.97 0.25
H -6.04 0.69 1.12 0.22
H -4.43 2.55 0.72 0.23
H -2.06 1.97 0.18 0.22
C 0.35 -0.76 3.79 -0.65
C 0.76 0.42 2.96 0.27
C 1.36 1.53 3.51 -0.34
C 1.74 2.57 2.66 -0.12
C 1.52 2.49 1.31 -0.34
C 0.89 1.33 0.78 0.41
N 0.54 0.33 1.64 -0.68
N 0.58 1.07 -0.50 -1.28
Si 0.84 2.06 -1.88 1.81
C -0.18 3.64 -1.79 -1.13
C 2.64 2.54 -2.13 -1.13
C 0.30 1.05 -3.36 -1.12
H 1.16 -1.49 3.83 0.23
H -0.52 -1.25 3.36 0.23
H 0.12 -0.46 4.81 0.22
H 1.53 1.59 4.58 0.22
H 2.21 3.46 3.06 0.21
H 1.80 3.29 0.64 0.21
H 0.02 4.21 -0.88 0.23
H -1.25 3.42 -1.81 0.23
H 0.03 4.29 -2.65 0.24
H 2.99 3.28 -1.41 0.23
H 2.77 2.96 -3.13 0.24
H 3.29 1.67 -2.05 0.23
H -0.10 1.68 -4.16 0.24
H -0.49 0.33 -3.10 0.23
H 1.13 0.48 -3.78 0.23
```

Computed properties:
total charge: 0
HOMO-LUMO gap: 7.69 eV
relative energy (zero: lowest compared OMol25 entry of this formula, charge and spin): 0.0 kcal/mol
HOMO energy: -7.702 eV
max |F|: 0.105 eV Å⁻¹